# 1
Computed, not measured: a molecular structure, C34H29ClIrN4O6P, with the ωB97M-V functional and the def2-TZVPD basis.

Values from the calculation:
F_max in eV/Å: 2.24
Expectation value of S²: 6.011
2S+1: 5
Energy relative to the best compared isomer or geometry (same formula, charge and spin) in kcal per mole: 0.0
Calculated total energy in Eh: -2888.73624
Gap between HOMO and LUMO (alpha / beta) in eV: 9.0 / 5.9
HOMO level (alpha / beta) in eV: -14.58 / -14.56
Charge: +2

Last column: Löwdin spin population.
Positions of all 76 atoms, in Å:
Ir  0.130  -0.401  -1.535  2.841
O  -0.110  -6.135  -2.238  0.000
C  0.939  -5.708  -1.510  0.001
O  1.565  -6.468  -0.801  0.002
C  1.326  -4.292  -1.496  0.008
C  2.567  -3.851  -1.086  0.029
Cl  3.892  -4.769  -0.565  0.014
N  2.545  -2.504  -1.148  0.007
N  1.412  -2.073  -1.711  0.123
C  0.622  -3.170  -1.885  0.026
C  -0.835  -2.956  -2.347  0.020
O  -1.528  -3.882  -2.614  0.040
O  -1.168  -1.662  -2.390  0.276
C  3.656  -1.550  -0.973  0.005
C  3.701  -0.494  -1.850  0.008
C  4.694  0.470  -1.669  0.002
C  5.630  0.289  -0.672  -0.001
C  5.601  -0.819  0.180  0.003
C  4.612  -1.753  0.027  -0.001
H  -0.541  -5.439  -2.719  0.000
H  2.962  -0.489  -2.651  0.004
H  4.740  1.348  -2.297  0.000
H  6.503  0.915  -0.552  0.000
H  6.370  -1.018  0.931  0.000
H  4.544  -2.631  0.705  0.000
O  -0.220  -0.768  0.402  0.304
P  -1.531  -0.625  1.314  0.032
C  -1.480  -2.211  2.115  0.006
C  -1.580  -2.267  3.493  0.003
C  -1.369  -3.497  4.104  0.001
C  -1.238  -4.659  3.396  0.003
C  -1.221  -4.598  2.020  0.000
C  -1.314  -3.404  1.358  0.002
C  -2.929  -0.402  0.221  0.005
C  -3.709  -1.496  -0.235  -0.001
C  -4.716  -1.248  -1.176  0.002
C  -5.011  0.057  -1.555  -0.001
C  -4.211  1.080  -1.131  0.001
C  -3.153  0.861  -0.263  0.002
C  -1.406  0.774  2.413  0.004
C  -0.114  1.039  2.914  0.000
C  0.096  2.143  3.718  0.000
C  -0.952  2.956  4.082  0.000
C  -2.241  2.678  3.626  0.000
C  -2.472  1.600  2.776  0.001
H  -1.685  -1.378  4.101  0.000
H  -1.344  -3.551  5.170  0.000
H  -1.190  -5.640  3.832  0.000
H  -1.097  -5.555  1.509  0.000
H  -1.147  -3.387  0.279  0.000
H  -3.500  -2.508  0.136  0.000
H  -5.355  -2.033  -1.580  0.000
H  -5.755  0.251  -2.284  0.000
H  -4.406  2.069  -1.519  0.000
H  -2.452  1.654  -0.072  0.000
H  0.731  0.418  2.677  0.000
H  1.076  2.292  4.178  0.000
H  -0.749  3.776  4.721  0.000
H  -3.069  3.340  3.869  0.000
H  -3.498  1.395  2.504  0.000
N  0.040  1.572  -2.162  0.111
C  0.301  2.721  -2.101  0.062
N  0.528  3.986  -1.959  0.039
C  0.394  4.544  -0.512  0.004
C  1.200  5.854  -0.478  0.001
O  0.756  6.744  -1.501  0.000
C  1.035  6.211  -2.798  0.001
C  0.213  4.979  -3.035  0.004
H  0.792  3.784  0.180  0.000
H  -0.644  4.746  -0.294  0.001
H  2.277  5.712  -0.640  0.000
H  0.948  6.312  0.461  0.000
H  2.101  6.013  -2.863  0.000
H  0.778  6.943  -3.564  0.000
H  0.502  4.519  -3.981  0.000
H  -0.842  5.248  -2.999  0.001

Atoms 1-6, force components in eV/Å:
0.8 1.0 0.4
1.5 -0.5 1.0
-0.3 -2.1 0.8
-0.7 0.5 -0.8
-1.0 -0.4 -0.9
0.5 0.3 0.7

***

# 2
Computed, not measured: a molecular structure, C34H29ClIrN4O6P, with the ωB97M-V functional and the def2-TZVPD basis.

Values from the calculation:
F_max in eV/Å: 2.87
Expectation value of S²: 6.014
2S+1: 5
Energy relative to the best compared isomer or geometry (same formula, charge and spin) in kcal per mole: 9.0
Calculated total energy in Eh: -2888.72194
Gap between HOMO and LUMO (alpha / beta) in eV: 9.2 / 5.9
HOMO level (alpha / beta) in eV: -14.63 / -14.63
Charge: +2

Last column: Löwdin spin population.
Positions of all 76 atoms, in Å:
Ir  11.966  11.573  10.959  2.811
O  15.005  14.608  7.120  0.002
C  14.136  15.483  7.567  0.001
O  14.057  16.577  7.083  0.002
C  13.244  14.886  8.714  0.015
C  12.139  15.530  9.296  0.038
Cl  11.680  17.079  9.029  0.022
N  11.532  14.717  10.162  0.009
N  12.203  13.545  10.180  0.153
C  13.270  13.637  9.334  0.021
C  14.134  12.418  9.180  0.015
O  15.025  12.437  8.384  0.031
O  13.805  11.382  9.902  0.240
C  10.353  14.807  10.944  0.004
C  9.190  15.341  10.418  -0.002
C  8.008  15.375  11.215  0.004
C  8.071  14.803  12.449  -0.001
C  9.250  14.318  13.029  0.004
C  10.355  14.203  12.222  0.009
H  15.084  13.701  7.602  0.001
H  9.181  15.799  9.471  0.000
H  7.113  15.795  10.727  0.000
H  7.241  14.815  13.165  0.000
H  9.273  13.862  14.005  0.000
H  11.379  13.890  12.625  0.002
O  12.803  11.718  12.703  0.284
P  13.804  10.754  13.452  0.038
C  15.493  11.345  13.105  0.006
C  15.703  12.683  12.770  0.001
C  17.012  13.080  12.632  0.000
C  18.031  12.175  12.734  0.000
C  17.836  10.810  12.927  0.001
C  16.522  10.421  13.173  0.002
C  13.339  10.733  15.165  0.005
C  14.356  10.669  16.117  0.002
C  13.975  10.439  17.403  0.000
C  12.635  10.353  17.741  0.001
C  11.635  10.364  16.798  0.000
C  12.006  10.435  15.485  0.001
C  13.527  9.112  12.790  0.018
C  12.827  8.095  13.463  0.000
C  12.407  6.977  12.761  0.003
C  12.804  6.849  11.411  -0.001
C  13.657  7.741  10.783  0.004
C  13.969  8.877  11.451  0.010
H  14.891  13.349  12.594  0.000
H  17.250  14.085  12.350  0.000
H  19.044  12.582  12.757  0.000
H  18.670  10.184  12.914  0.000
H  16.309  9.355  13.341  0.000
H  15.343  10.820  15.802  0.000
H  14.731  10.355  18.145  0.000
H  12.352  10.320  18.769  0.000
H  10.577  10.299  17.147  0.000
H  11.205  10.270  14.779  0.000
H  12.658  8.291  14.545  0.000
H  11.858  6.128  13.126  0.000
H  12.438  6.012  10.799  0.000
H  13.956  7.584  9.771  0.000
H  14.630  9.632  11.017  0.000
N  10.791  10.510  9.667  0.104
C  10.383  9.752  8.898  0.073
N  9.894  8.975  7.965  0.046
C  9.368  7.660  8.266  0.006
C  7.883  7.602  8.048  0.002
O  7.520  8.087  6.787  0.001
C  7.998  9.434  6.493  0.002
C  9.499  9.468  6.632  0.006
H  9.687  7.330  9.281  0.000
H  9.836  6.969  7.599  0.001
H  7.317  8.179  8.856  0.000
H  7.502  6.565  8.094  0.000
H  7.480  10.152  7.151  0.000
H  7.626  9.597  5.488  0.000
H  9.885  10.507  6.558  0.000
H  10.015  8.871  5.923  0.001

Atoms 1-6, force components in eV/Å:
0.0 0.1 -0.6
0.5 -0.9 0.2
0.3 -0.7 0.1
-0.8 -0.3 1.0
0.5 0.5 -0.6
0.7 -0.3 -0.3

***

# 3
Computed, not measured: a molecular structure, C34H29FeN13O5S, with the ωB97M-V functional and the def2-TZVPD basis.

Values from the calculation:
F_max in eV/Å: 0.23
Expectation value of S²: 6.007
2S+1: 5
Calculated total energy in Eh: -4063.11618
Gap between HOMO and LUMO (alpha / beta) in eV: 7.9 / 7.8
HOMO level (alpha / beta) in eV: -7.95 / -7.88
Charge: 0

Last column: Löwdin spin population.
Positions of all 83 atoms, in Å:
Fe  0.396  -2.196  0.177  3.736
N  -2.093  2.841  4.654  0.000
C  -1.508  1.587  4.506  0.000
C  -2.298  0.433  4.513  0.000
C  -1.726  -0.806  4.301  0.000
C  -0.362  -0.910  4.065  0.000
C  0.433  0.225  4.054  0.000
C  -0.135  1.467  4.281  0.000
S  0.348  -2.507  3.819  0.004
O  -0.263  -3.406  4.752  0.005
O  1.779  -2.328  3.868  0.000
N  -0.022  -2.851  2.284  0.030
C  -0.970  -3.717  1.877  0.008
N  -1.899  -4.313  2.637  0.001
C  -2.717  -5.145  2.019  0.004
C  -2.675  -5.417  0.653  0.002
C  -1.730  -4.719  -0.067  0.008
N  -0.893  -3.879  0.525  0.039
H  -2.980  2.854  5.129  0.000
H  -1.477  3.574  4.967  0.000
H  -3.364  0.515  4.696  0.000
H  -2.332  -1.705  4.326  0.000
H  1.496  0.127  3.880  0.000
H  0.486  2.356  4.275  0.000
H  -3.464  -5.621  2.646  0.000
H  -3.357  -6.110  0.185  0.000
H  -1.627  -4.821  -1.142  0.000
C  -2.823  -0.694  -3.746  0.000
N  -1.675  -1.479  -3.335  0.001
C  -1.505  -2.073  -2.159  0.005
N  -0.243  -2.460  -2.031  0.027
C  0.318  -2.064  -3.207  0.004
N  -0.509  -1.460  -4.027  0.001
C  -2.739  0.730  -3.243  0.000
C  -3.902  1.469  -3.062  0.000
C  -3.839  2.788  -2.634  0.000
C  -2.615  3.381  -2.370  0.000
C  -1.451  2.637  -2.533  0.000
C  -1.513  1.317  -2.967  0.000
C  -0.150  3.243  -2.260  0.000
N  0.148  4.484  -2.103  0.000
N  1.522  4.537  -1.900  0.000
C  1.942  3.322  -1.947  0.000
O  0.939  2.436  -2.167  0.000
C  3.319  2.827  -1.878  0.000
C  4.314  3.561  -2.511  0.000
C  5.612  3.076  -2.524  0.000
C  5.904  1.871  -1.910  0.000
C  4.917  1.149  -1.243  0.000
C  5.365  -0.098  -0.515  0.000
N  4.301  -0.987  -0.088  0.004
C  3.236  -1.442  -0.740  0.008
N  2.533  -2.232  0.055  0.023
C  3.245  -2.227  1.223  0.005
N  4.322  -1.488  1.170  0.001
C  3.616  1.632  -1.224  0.000
H  -3.713  -1.175  -3.342  0.000
H  -2.869  -0.732  -4.834  0.000
H  -2.292  -2.155  -1.422  0.000
H  1.348  -2.246  -3.466  0.000
H  -4.866  1.008  -3.245  0.000
H  -4.751  3.351  -2.495  0.000
H  -2.549  4.406  -2.032  0.000
H  -0.596  0.760  -3.101  0.000
H  4.057  4.490  -3.000  0.000
H  6.393  3.631  -3.026  0.000
H  6.918  1.487  -1.937  0.000
H  5.879  0.171  0.406  0.000
H  6.074  -0.653  -1.132  0.000
H  2.984  -1.157  -1.748  0.000
H  2.922  -2.731  2.119  0.000
H  2.824  1.107  -0.698  0.000
O  0.885  0.043  0.422  0.042
C  -0.337  0.299  0.497  0.006
C  -0.979  1.624  0.823  0.001
C  -2.466  1.273  0.816  0.002
C  -2.498  -0.170  0.320  0.004
O  -3.497  -0.786  -0.009  -0.001
N  -1.219  -0.670  0.250  0.026
H  -0.711  2.350  0.055  0.000
H  -0.608  2.001  1.774  0.000
H  -3.081  1.907  0.179  0.000
H  -2.890  1.286  1.821  0.000

Atoms 1-6, force components in eV/Å:
-0.1 0.0 -0.2
0.0 0.0 0.0
0.0 0.0 0.0
0.0 0.0 0.0
0.0 0.0 0.0
0.0 0.0 0.0